1.
The following is a quantum chemistry calculation of a cluster of 40 separate species, H80O40 in total, from the OMol25 dataset.

E: -83188.354 eV
E_HOMO: -10.425 eV
Frontier orbital gap: 10.12 eV

```
! RIJCOSX wB97M-V def2-TZVPD def2/J DEFGRID3
* xyz 0 1
H -4.417 -1.260 3.389
H -3.538 -0.223 2.769
O -4.484 -0.494 3.127
H -2.736 2.781 1.581
H -3.905 3.717 1.747
O -2.942 3.682 1.719
H 0.379 -3.666 -1.038
H 1.768 -3.514 -0.821
O 1.161 -3.147 -1.249
H -1.814 0.521 3.452
H -1.594 0.353 1.902
O -2.236 0.743 2.560
H -1.067 6.637 -0.826
H -2.078 5.543 -0.548
O -1.190 5.583 -0.868
H 2.879 1.845 0.123
O 2.734 0.834 0.031
H 1.116 -2.595 3.535
O 0.544 -2.523 2.784
H 0.918 -3.043 -3.830
H 0.324 -4.338 -4.254
O 0.228 -3.426 -4.192
H 2.866 0.754 4.228
H 2.228 1.956 4.426
O 2.137 1.041 4.236
H -1.542 -2.890 -3.102
H -2.889 -3.872 -3.014
O -2.426 -3.189 -2.494
H -4.596 -1.473 1.249
H -3.233 -0.992 0.568
O -4.141 -1.172 0.538
H -1.603 3.376 -4.679
O -2.006 2.626 -5.156
H -0.048 -0.075 5.553
H -0.583 0.848 6.660
O -0.291 0.815 5.775
H 0.833 0.338 2.396
H 0.134 0.990 3.549
O 0.062 0.157 2.971
H 2.822 -2.282 1.354
H 2.118 -1.614 0.059
O 2.711 -2.347 0.416
H 3.894 -1.099 -0.695
H 3.116 -1.945 -1.681
O 3.801 -1.250 -1.530
H -1.605 3.045 -0.239
H -0.754 4.009 -0.449
O -0.609 3.118 -0.057
H 2.269 5.565 3.496
H 3.627 4.480 3.180
O 2.673 4.601 3.546
H -4.655 -3.924 2.377
O -3.985 -3.342 2.659
H 1.093 4.878 -2.126
H 0.968 5.642 -0.740
O 1.621 5.608 -1.452
H 4.653 -1.108 1.693
O 4.334 -0.466 2.145
H 1.005 -0.173 -5.864
H 2.255 -1.170 -6.148
O 1.704 -0.696 -5.611
H 2.878 -5.634 0.751
H 2.052 -6.393 -0.305
O 2.603 -5.666 -0.153
H 3.380 -4.612 -3.404
H 3.719 -3.261 -3.567
O 3.468 -3.958 -3.995
H -0.754 3.272 3.807
H -2.105 4.025 3.606
O -1.111 4.090 3.438
H -1.415 0.606 -6.261
H -0.789 1.323 -5.036
O -0.637 0.707 -5.769
H -3.200 1.121 -1.756
H -4.507 2.078 -1.245
O -3.443 2.012 -1.469
H 4.220 -4.043 3.961
H 4.126 -3.136 2.745
O 3.811 -3.856 3.192
H 1.906 2.635 -4.093
H 1.460 1.787 -2.755
O 1.450 2.678 -3.318
H -4.390 3.920 -0.275
H -4.560 4.554 -1.494
O -5.172 4.073 -0.910
H 3.660 0.655 -2.853
H 3.244 0.106 -4.296
O 3.459 0.828 -3.810
H 4.092 -4.241 -0.027
O 4.973 -4.346 0.193
H -1.936 -4.300 0.318
H -2.095 -2.788 -0.098
O -1.514 -3.395 0.256
H -3.264 -3.689 2.148
H 2.093 0.761 -0.720
H 3.853 0.020 1.631
H 0.064 -1.716 2.694
H -2.903 2.613 -4.965
H 5.376 -4.331 -0.881
O -1.255 -4.183 3.886
H -2.121 -3.681 3.756
H -0.650 -3.579 3.360
O -5.291 2.125 2.762
H -5.376 1.937 1.842
H -4.859 1.325 3.152
O 0.052 -0.652 0.042
H -0.085 0.001 -0.561
H 0.191 -1.606 -0.412
O 0.530 -4.671 0.974
H 0.543 -3.790 1.036
H 1.423 -4.957 1.267
O -0.844 4.842 -3.392
H -0.016 5.138 -3.784
H -0.822 5.047 -2.451
O 2.363 3.590 1.339
H 2.279 4.235 2.129
H 1.682 3.736 0.630
O -2.845 -0.406 -3.278
H -2.992 -1.406 -3.110
H -2.013 -0.321 -3.600
*
```

---

2.
The following is a quantum chemistry calculation of a cluster of 40 separate species, H80O40 in total, from the OMol25 dataset.

E: -83198.417 eV
E_HOMO: -10.328 eV
Frontier orbital gap: 9.80 eV

```
! RIJCOSX wB97M-V def2-TZVPD def2/J DEFGRID3
* xyz 0 1
H 2.568 -0.005 -1.089
H 1.259 0.734 -0.824
O 1.770 0.313 -1.531
H 2.263 1.332 6.025
H 3.525 0.534 5.983
O 3.213 1.443 5.973
H -3.403 0.491 0.651
H -3.473 -0.768 -0.155
O -3.777 0.145 -0.173
H 2.290 -0.160 1.767
H 3.405 -0.945 1.281
O 2.582 -0.566 0.943
H 1.904 -3.187 -5.632
H 1.523 -1.811 -5.157
O 1.412 -2.746 -4.931
H 5.258 -0.533 2.336
O 4.742 -0.888 3.069
H -0.393 -2.327 0.700
O -1.218 -2.776 0.542
H -1.838 -0.702 3.074
H -2.003 -1.514 1.684
O -2.335 -0.819 2.268
H 1.970 -4.705 -4.116
H 3.186 -3.843 -4.012
O 2.927 -4.760 -4.171
H -0.436 -2.370 4.388
H -1.715 -2.358 5.266
O -1.397 -2.434 4.362
H 4.005 1.658 -1.512
H 5.264 1.636 -0.706
O 4.320 1.472 -0.612
H -0.315 -4.638 -4.472
O -1.099 -4.243 -4.862
H -4.265 0.911 2.834
H -3.061 1.860 3.232
O -3.886 1.775 2.755
H 2.631 -2.194 1.931
H 3.519 -2.265 3.084
O 2.674 -2.664 2.776
H 0.371 -0.965 -0.887
H -0.594 -0.088 -1.154
O -0.338 -0.580 -0.351
H 4.688 3.457 1.897
H 3.666 2.322 2.216
O 4.088 3.118 2.544
H 4.977 2.188 -3.771
H 5.069 0.730 -3.894
O 4.709 1.399 -3.293
H 0.807 2.817 -1.312
H -0.125 3.202 -0.168
O -0.069 3.182 -1.132
H -2.884 1.993 -3.614
O -3.401 1.717 -4.389
H -3.252 3.536 0.617
H -4.113 4.768 0.552
O -3.197 4.490 0.624
H 0.510 2.340 -5.026
O -0.081 1.604 -5.112
H -2.593 -3.558 2.930
H -3.407 -4.812 2.487
O -2.535 -4.492 2.697
H -5.005 -2.153 -0.395
H -4.400 -3.519 0.043
O -4.959 -3.091 -0.612
H -6.002 -0.773 2.584
H -5.753 0.192 1.384
O -5.469 -0.616 1.798
H 4.381 -1.947 0.214
H 5.762 -2.596 0.596
O 5.339 -1.808 0.259
H -2.479 -0.513 -2.489
H -2.295 0.660 -1.617
O -2.045 0.365 -2.508
H -1.795 -2.627 -2.263
H -3.446 -2.829 -2.095
O -2.662 -2.263 -2.080
H 1.224 4.816 1.828
H 1.112 6.268 1.880
O 0.743 5.518 1.398
H -1.972 4.078 2.541
H -1.701 5.461 3.067
O -1.751 4.545 3.354
H 2.090 -0.673 -3.058
H 3.169 0.182 -3.549
O 2.650 -0.579 -3.842
H 0.997 3.067 1.593
H 1.441 1.785 1.939
O 0.773 2.174 1.359
H -4.613 3.866 -2.213
O -4.634 3.257 -1.474
H 1.959 -2.029 4.379
H 2.575 -2.294 5.795
O 2.170 -1.624 5.240
H -3.915 1.086 -3.865
H 5.195 -0.846 3.913
H -0.890 1.910 -5.492
H -1.620 -2.514 -0.288
H -0.739 -3.317 -4.904
H -4.910 2.413 -1.803
O -0.429 1.583 5.244
H -1.217 1.058 5.099
H 0.148 1.399 4.511
O 2.995 -2.612 -0.927
H 2.065 -2.548 -1.168
H 3.221 -3.456 -1.328
O 2.373 4.351 -1.109
H 1.537 4.563 -0.673
H 2.433 4.968 -1.836
O -3.999 -0.714 4.828
H -3.186 -0.352 5.207
H -3.548 -1.396 4.302
O 0.730 -4.824 -1.734
H -0.068 -5.001 -2.234
H 1.421 -4.540 -2.321
O -0.895 3.912 -3.736
H -1.662 4.486 -3.805
H -0.695 3.832 -2.789
O -0.474 -1.290 -3.642
H 0.289 -0.988 -3.153
H -0.822 -0.531 -4.137
*
```

---

3.
The following is a quantum chemistry calculation of a cluster of 40 separate species, H80O40 in total, from the OMol25 dataset.

E: -83199.609 eV
E_HOMO: -10.277 eV
Frontier orbital gap: 10.14 eV

```
! RIJCOSX wB97M-V def2-TZVPD def2/J DEFGRID3
* xyz 0 1
H -0.729 -0.640 1.120
H -0.349 0.516 1.939
O -0.809 0.317 1.110
H 3.070 -0.018 2.271
H 2.252 1.225 2.693
O 2.199 0.270 2.609
H 2.809 0.128 -3.061
H 3.516 -1.124 -3.439
O 2.744 -0.609 -3.650
H -2.317 -0.950 -0.239
H -1.371 -0.633 -1.214
O -2.306 -0.877 -1.200
H -0.880 2.417 -4.281
H -0.291 1.772 -3.137
O -0.097 1.888 -4.089
H -1.312 4.293 -1.754
O -0.720 3.545 -1.985
H -3.929 0.784 0.208
O -3.990 1.724 0.007
H -5.089 -0.927 1.802
H -6.228 -0.400 2.826
O -5.852 -0.372 1.957
H 0.610 -2.906 -6.070
H 1.910 -2.376 -5.584
O 1.184 -2.945 -5.296
H -4.340 0.403 -4.016
H -5.044 -0.949 -4.242
O -4.805 -0.313 -3.572
H -0.462 -2.308 6.609
H 0.467 -2.387 5.433
O -0.438 -2.129 5.684
H 1.738 -5.342 1.084
O 0.991 -5.381 1.680
H -2.024 -4.769 2.465
H -3.093 -4.859 3.598
O -2.854 -4.421 2.784
H 0.814 1.317 1.128
H 0.735 2.758 0.955
O 1.375 2.050 0.832
H 2.500 0.639 -0.424
H 3.948 0.250 -0.948
O 3.142 -0.086 -0.513
H -3.929 -1.903 5.459
H -3.068 -2.898 4.860
O -3.129 -2.394 5.683
H -0.645 -1.011 4.023
H 0.889 -0.868 3.756
O 0.041 -1.082 3.352
H 0.697 -3.925 3.483
H 1.214 -4.813 4.530
O 0.865 -3.920 4.435
H -3.001 -0.043 3.999
O -3.425 0.806 4.101
H 4.282 2.193 -2.158
H 5.117 0.869 -2.695
O 4.906 1.489 -2.000
H -1.297 0.125 -5.083
O -1.763 -0.107 -5.896
H 1.329 5.487 -0.271
H 2.541 6.377 0.441
O 2.101 5.543 0.286
H -0.353 -3.708 -3.272
H 1.026 -4.396 -2.816
O 0.139 -4.157 -2.567
H 5.177 0.245 2.865
H 5.341 -1.110 2.245
O 4.693 -0.579 2.724
H -1.322 3.800 5.159
H -0.899 5.018 4.192
O -0.671 4.463 4.940
H 0.223 -0.907 -2.231
H 0.944 -1.193 -3.630
O 0.133 -0.956 -3.160
H 2.678 -1.880 1.956
H 2.353 -3.291 1.503
O 3.069 -2.723 1.701
H -3.139 4.864 -1.064
H -3.144 5.833 -2.403
O -2.694 5.460 -1.654
H 4.807 4.551 0.697
H 3.552 4.827 1.556
O 4.460 5.088 1.405
H -3.224 2.832 1.245
H -3.922 3.525 2.337
O -3.101 3.601 1.838
H -2.698 -2.586 2.498
H -1.223 -2.539 2.288
O -2.014 -2.019 2.132
H -2.304 0.728 -2.502
O -2.510 1.643 -2.243
H 1.914 -1.754 -0.034
H 0.928 -2.011 -1.161
O 0.981 -1.968 -0.196
H -2.686 1.422 4.064
H -1.449 2.854 -1.860
H -1.184 -0.248 -6.642
H -4.925 1.794 -0.227
H 0.149 -5.351 1.188
H -3.069 1.396 -1.477
O -0.684 -4.026 0.095
H -0.860 -4.149 -0.852
H -0.019 -3.311 0.125
O 0.588 1.126 -1.614
H 0.324 0.945 -0.703
H 0.724 2.092 -1.602
O 1.713 3.162 4.576
H 0.940 3.725 4.731
H 2.358 3.704 4.117
O 2.398 3.069 -1.888
H 2.157 3.697 -1.216
H 1.776 2.807 -2.568
O 1.828 2.252 -6.194
H 0.995 2.130 -5.730
H 2.418 2.179 -5.435
O 4.339 -2.215 -2.115
H 4.070 -2.229 -1.192
H 4.714 -3.085 -2.275
O -1.996 -4.249 -3.963
H -2.525 -3.799 -3.306
H -1.924 -3.621 -4.691
*
```